The following is a quantum chemistry calculation of a single C27H37N2O3PSi molecule in a non-equilibrium geometry, from the Open Molecules 2025 dataset.

Structure (XYZ):
```
71
Properties=species:S:1:pos:R:3:mulliken_charge:R:1
C 3.3309 -1.6449 1.8987 -1.265
Si 3.3620 -0.4176 0.4213 0.267
C 1.5434 -0.1852 -0.1217 -0.595
C 4.2293 1.1753 1.0314 -0.901
C 3.3694 2.5168 0.8902 -0.513
C 2.4499 2.8243 2.1371 -0.904
C 0.9215 2.4736 1.9660 -0.603
C 0.2316 3.0686 0.6803 -0.642
C -1.1677 2.3106 0.5232 0.559
C -1.9911 2.7870 -0.7262 -0.810
C -3.2591 1.8646 -1.0657 -1.327
C -3.5463 0.7630 -0.0014 0.540
C -4.0925 1.1760 1.3249 0.378
P -4.4109 2.9697 1.7644 0.506
O -3.5516 3.3647 2.9573 -0.680
C -4.4289 0.2070 2.3713 0.522
N -4.9435 0.6091 3.6541 -0.711
C -4.2052 -1.2236 2.0852 -0.753
C -3.6446 -1.6262 0.7994 -0.311
C -3.3132 -0.6548 -0.2835 -0.010
C -2.7380 -1.2093 -1.5992 0.955
O -2.1751 -0.5670 -2.4635 -0.620
C -2.8393 -2.7600 -1.8412 0.700
C -2.5679 -3.4029 -3.2626 -0.722
N -1.1183 -3.4209 -3.5899 -0.529
C -3.1441 -3.6404 -0.8387 -0.882
C -3.4382 -3.1710 0.6099 0.154
O -3.5353 -3.9437 1.5372 -0.589
C 4.2497 -1.2290 -1.0844 0.330
C 4.3436 -2.6876 -1.1767 -0.291
C 5.0172 -3.2923 -2.3463 -0.542
C 5.5372 -2.3883 -3.3870 -0.349
C 5.4232 -0.9295 -3.2966 -0.510
C 4.7846 -0.3101 -2.1198 -0.300
H 4.1545 -2.4040 1.8777 0.344
H 3.3653 -1.0630 2.8627 0.334
H 2.3465 -2.1989 1.8659 0.343
H 1.3684 -0.9412 -0.9479 0.331
H 1.4506 0.8195 -0.6101 0.002
H 0.7883 -0.3838 0.6785 0.228
H 5.1920 1.2537 0.4369 0.421
H 4.5684 1.0359 2.1024 0.474
H 4.1339 3.3515 0.8467 0.407
H 2.8446 2.5031 -0.0975 0.275
H 2.5460 3.8770 2.5284 0.396
H 2.8315 2.1676 2.9792 0.339
H 0.3883 2.9402 2.8506 0.443
H 0.6851 1.3781 2.0206 0.265
H 0.7784 2.8824 -0.2808 0.284
H 0.0763 4.1824 0.7696 0.387
H -0.9276 1.2141 0.4962 -0.196
H -1.7008 2.4937 1.5052 0.041
H -2.3633 3.8384 -0.5455 0.230
H -1.2872 2.8755 -1.6067 0.314
H -4.1511 2.5616 -1.0450 0.441
H -3.2201 1.4808 -2.1198 0.438
H -5.7810 3.1342 2.1511 0.136
H -4.0723 3.8047 0.6614 0.028
H -4.7726 -0.1860 4.2779 0.291
H -4.3150 1.3599 3.9727 0.295
H -4.4264 -2.0031 2.8605 0.337
H -3.1596 -2.8071 -4.0069 0.242
H -2.9520 -4.4553 -3.2352 0.356
H -0.6124 -2.9550 -2.8377 0.190
H -0.7989 -4.3857 -3.6847 0.262
H -3.1847 -4.7503 -1.0081 0.261
H 3.8944 -3.3021 -0.3535 0.249
H 5.1136 -4.4046 -2.4347 0.340
H 6.0139 -2.8657 -4.2797 0.308
H 5.8081 -0.2482 -4.0897 0.333
H 4.6944 0.7940 -2.0081 0.279
```

## Properties
- Calculated total energy: -54885.7522 eV
- E_HOMO: -0.3285 Ha
- SMILES string: C[Si](C)(CCCCCCCCc1c([PH2]=O)c(N)cc2c1C(=O)C(CN)=CC2=O)c1ccccc1
- Kohn-Sham gap: 7.69 eV


The following is a quantum chemistry calculation of a single C27H37N3O2S molecule, from the Open Molecules 2025 dataset.

Structure (XYZ):
```
70
Properties=species:S:1:pos:R:3:nbo_charge:R:1
C 1.0406 -3.9635 -3.7224 -0.714
C 1.3611 -2.8415 -2.7589 0.689
O 1.1907 -2.9164 -1.5633 -0.613
N 1.8473 -1.7300 -3.3847 -0.616
C 2.1757 -0.5156 -2.7611 0.118
C 2.7218 -0.4811 -1.4818 -0.179
C 2.9830 0.7289 -0.8679 -0.231
C 2.6823 1.9179 -1.5171 -0.178
S 2.9116 3.5074 -0.7718 0.231
C 2.4373 3.2561 0.9720 -0.527
C 0.9302 3.0592 1.1735 -0.044
C 0.5677 3.4423 2.6187 -0.406
C -0.9096 3.2581 2.9767 -0.220
C -1.0948 3.4653 4.4787 -0.596
C -1.8093 4.2192 2.2027 -0.609
N 0.5077 1.7014 0.8376 -0.481
C -0.3113 1.4970 -0.3414 -0.244
C -1.7362 0.9930 -0.0384 -0.210
N -1.8378 -0.4242 0.2012 -0.477
C -1.7151 -1.2681 -0.9759 -0.229
C -3.0352 -2.0229 -1.2256 -0.428
C -3.3243 -2.9636 -0.0945 0.080
C -4.1589 -2.5841 0.9482 -0.240
C -4.3884 -3.4370 2.0132 -0.207
C -3.7844 -4.6821 2.0492 -0.229
C -2.9473 -5.0680 1.0160 -0.196
C -2.7185 -4.2133 -0.0471 -0.255
C -1.0844 -0.8689 1.3505 -0.205
C 0.4448 -0.7214 1.2451 -0.546
C 0.9672 0.6597 1.5781 0.712
O 1.7722 0.8156 2.4817 -0.657
C 2.1997 1.8857 -2.8219 -0.221
C 1.9539 0.6788 -3.4424 -0.228
H 1.9135 -4.2058 -4.3244 0.229
H 0.2287 -3.6669 -4.3841 0.228
H 0.7364 -4.8410 -3.1597 0.244
H 1.8091 -1.7071 -4.3938 0.398
H 2.9396 -1.4022 -0.9670 0.237
H 3.4102 0.7321 0.1221 0.231
H 2.7548 4.1810 1.4525 0.234
H 2.9977 2.4294 1.3994 0.250
H 0.4068 3.7356 0.4911 0.211
H 1.1713 2.8327 3.2910 0.242
H 0.8412 4.4893 2.7663 0.198
H -1.1973 2.2284 2.7393 0.196
H -2.1352 3.3172 4.7595 0.205
H -0.8032 4.4747 4.7615 0.198
H -0.4843 2.7609 5.0382 0.213
H -1.5194 5.2491 2.4014 0.203
H -1.7512 4.0453 1.1311 0.199
H -2.8460 4.0924 2.5075 0.210
H -0.3736 2.4470 -0.8757 0.217
H 0.1774 0.7789 -1.0089 0.212
H -2.3817 1.2392 -0.8856 0.198
H -2.1240 1.5137 0.8415 0.199
H -0.9103 -1.9989 -0.8560 0.218
H -1.4867 -0.6633 -1.8607 0.187
H -2.9470 -2.5773 -2.1625 0.202
H -3.8421 -1.2951 -1.3215 0.206
H -4.6243 -1.6099 0.9253 0.214
H -5.0401 -3.1297 2.8185 0.211
H -3.9642 -5.3493 2.8796 0.211
H -2.4707 -6.0375 1.0400 0.210
H -2.0584 -4.5152 -0.8481 0.208
H -1.3234 -1.9232 1.5052 0.217
H -1.4460 -0.3156 2.2234 0.196
H 0.7725 -1.0186 0.2471 0.247
H 0.9135 -1.3988 1.9608 0.243
H 2.0074 2.8147 -3.3361 0.225
H 1.5673 0.6596 -4.4517 0.209
```

## Properties
- Calculated total energy: -48001.8288 eV
- E_HOMO: -0.2898 Ha
- SMILES string: CC(=O)Nc1ccc(SC[C@H](CC(C)C)N2CCN(CCc3ccccc3)CCC2=O)cc1
- Kohn-Sham gap: 8.33 eV


The following is a quantum chemistry calculation of a single C27H37N3O3 molecule, from the Open Molecules 2025 dataset.

Structure (XYZ):
```
70
Properties=species:S:1:pos:R:3:nbo_charge:R:1
C 2.1025 3.2955 -1.3379 -0.629
C 0.7134 2.7418 -1.4144 -0.013
C -0.3519 3.3628 -0.7822 -0.176
C -1.6207 2.8128 -0.8354 -0.211
C -1.8688 1.6394 -1.5269 -0.070
C -3.2438 1.0412 -1.5766 -0.639
C -0.7972 1.0291 -2.1908 0.220
N -1.0356 -0.1771 -2.8682 -0.660
C -0.3276 -0.7100 -3.8892 0.673
O 0.5159 -0.1468 -4.5489 -0.601
C -0.6825 -2.1951 -4.0893 -0.309
N -0.0722 -2.9313 -2.9908 -0.418
C 1.3345 -3.2569 -3.1297 -0.437
C -0.7542 -3.0008 -1.8369 0.708
O -1.9166 -2.6097 -1.7421 -0.696
C -0.0334 -3.4813 -0.5748 -0.148
N 0.0372 -2.3070 0.2785 -0.599
C 1.0092 -1.3733 0.1278 0.681
O 1.9842 -1.5621 -0.5810 -0.643
C 0.8466 -0.1445 0.9478 -0.157
C 1.9967 0.5217 1.3541 -0.153
C 1.9234 1.6437 2.1565 -0.224
C 0.6968 2.1507 2.5704 0.010
C 0.5683 3.3412 3.5073 -0.085
C 1.9256 3.8786 3.9690 -0.604
C -0.1785 4.4773 2.7972 -0.592
C -0.2182 2.9033 4.7520 -0.593
C -0.4517 1.5102 2.1090 -0.159
C -0.3867 0.3820 1.3170 -0.195
C -0.8143 -4.6109 0.1058 -0.199
C -0.9015 -5.8101 -0.8352 -0.609
C -0.1500 -5.0046 1.4214 -0.608
C 0.4758 1.5733 -2.1247 -0.245
H 2.7803 2.5434 -0.9377 0.223
H 2.4563 3.5692 -2.3309 0.222
H 2.1380 4.1750 -0.6996 0.208
H -0.1938 4.2844 -0.2430 0.197
H -2.4375 3.3090 -0.3300 0.203
H -3.2524 0.0322 -1.1607 0.215
H -3.9429 1.6498 -1.0086 0.220
H -3.5977 0.9793 -2.6056 0.223
H -1.7622 -0.7632 -2.4684 0.437
H -0.2845 -2.5522 -5.0387 0.224
H -1.7635 -2.3485 -4.0558 0.238
H 1.6579 -2.9716 -4.1270 0.223
H 1.4922 -4.3297 -3.0042 0.198
H 1.9394 -2.7032 -2.4081 0.254
H 0.9908 -3.7959 -0.7739 0.235
H -0.8157 -2.0584 0.7548 0.406
H 2.9537 0.1303 1.0422 0.232
H 2.8438 2.1141 2.4607 0.217
H 2.4870 3.1160 4.5037 0.211
H 1.7715 4.7181 4.6440 0.213
H 2.5155 4.2314 3.1265 0.209
H 0.4062 4.8365 1.9538 0.209
H -1.1453 4.1473 2.4282 0.207
H -0.3366 5.3067 3.4835 0.208
H -1.2286 2.5974 4.4963 0.206
H -0.2818 3.7252 5.4618 0.207
H 0.2799 2.0665 5.2374 0.212
H -1.4258 1.8913 2.3752 0.203
H -1.3080 -0.0652 0.9714 0.206
H -1.8283 -4.2450 0.3017 0.212
H 0.0933 -6.1833 -1.0708 0.201
H -1.4666 -6.6130 -0.3685 0.217
H -1.3993 -5.5351 -1.7623 0.215
H 0.8481 -5.3959 1.2365 0.204
H -0.7337 -5.7736 1.9216 0.213
H -0.0629 -4.1488 2.0862 0.216
H 1.2884 1.0769 -2.6300 0.239
```

## Properties
- Calculated total energy: -39215.2735 eV
- E_HOMO: -0.3006 Ha
- SMILES string: Cc1ccc(C)c(NC(=O)CN(C)C(=O)[C@@H](NC(=O)c2ccc(C(C)(C)C)cc2)C(C)C)c1
- Kohn-Sham gap: 8.84 eV